1.
Below is the ion C2H4N3O with charge +1, with properties calculated with ωB97M-V with the def2-TZVPD basis set.

Element x y z (Å)
C 1.902946 0.038429 0.070942
O 0.024121 1.272043 1.040522
H 2.347160 0.224425 1.194693
H -3.823356 -0.771491 -0.455409
N -0.658998 -0.197788 -0.596744
C 0.529483 0.546799 0.287570
N -2.923641 -0.323602 -0.212632
H 2.414669 0.536857 -0.692588
N -1.783322 -0.337757 -0.322394
H 1.970936 -0.987917 -0.313960

Cartesian forces (eV/Å) of the 2 atoms listed first:
-0.046 -0.715 3.190
0.660 0.201 -0.234

Its LUMO energy is -5.646 eV. The value obtained for the HOMO energy is -0.5975 Eh. The energy above the lowest of the compared OMol25 structures with the same formula, charge and spin is 89.2 kcal per mole. The value obtained for the strongest force on any atom is 3.27 eV/Å. The calculation puts the orbital gap at 10.61 eV. The multiplicity is 1. As for the net charge: +1. Its SMILES is CC(=O)N=[N+]=N.

Results of the natural (NBO) charge analysis, in e, for atoms 1 through 8: number 1, C, carries -0.74; number 2, O, carries -0.37; number 3, H, carries 0.31; number 4, H, carries 0.50; number 5, N, carries -0.18; number 6, C, carries 0.76; number 7, N, carries -0.28; number 8, H, carries 0.29

2.
Below is a cluster of 8 separate species, H16O8 in total, with properties calculated with ωB97M-V with the def2-TZVPD basis set.

Element x y z (Å)
H 7.077649 3.684046 4.289812
O 3.626251 4.575686 4.051002
H 4.054268 8.243645 5.160205
H 9.632971 5.589537 4.032154
O 6.774390 4.351582 3.722885
O 7.066488 7.039399 3.976576
H 5.020617 7.103977 4.469995
H 3.463751 5.545845 4.113827
H 6.801100 7.101954 7.304128
H 9.127658 4.917404 2.810337
O 4.190207 7.318601 5.010532
O 9.657724 5.671890 3.075466
H 6.618049 8.091633 6.099957
H 5.153049 5.779406 6.679082
O 7.231035 7.797510 6.822763
H 5.950985 3.970329 3.355854
H 7.305980 6.158298 3.675640
O 5.878199 5.191195 6.947184
H 8.927443 4.959057 6.893393
O 8.865062 5.290229 5.996271
H 3.240965 4.332318 4.860372
H 8.398920 6.153820 6.064258
H 6.256295 5.053371 6.072703
H 7.907525 7.488178 4.151536

Cartesian forces (eV/Å) of the 2 atoms listed first:
0.996 -1.413 1.401
0.432 1.723 -1.297

Its LUMO energy is 0.204 eV. The value obtained for the HOMO energy is -0.4120 Eh. The energy above the lowest of the compared OMol25 structures with the same formula, charge and spin is 36.3 kcal per mole. The value obtained for the strongest force on any atom is 2.47 eV/Å. The calculation puts the orbital gap at 11.42 eV. The multiplicity is 1. Its SMILES is O.O.O.O.O.O.O.O.

Results of the natural (NBO) charge analysis, in e, for atoms 1 through 8: number 1, H, carries 0.48; number 2, O, carries -0.96; number 3, H, carries 0.49; number 4, H, carries 0.48; number 5, O, carries -0.97; number 6, O, carries -1.00; number 7, H, carries 0.52; number 8, H, carries 0.49

3.
Below is the molecule C4H5NO2, with properties calculated with ωB97M-V with the def2-TZVPD basis set.

Element x y z (Å)
H 1.795734 1.904318 -0.082080
O 2.450847 -0.611597 -0.141633
C -1.279680 0.842283 -0.122928
H 0.253433 -2.048585 -0.409361
H -2.081453 -1.058460 -0.443709
O -0.218659 1.660720 0.129368
H 0.093734 -1.467656 1.282504
C 1.029743 1.150032 0.019945
H -2.166253 1.413940 -0.343170
C -1.221287 -0.482976 -0.139282
N 1.339378 -0.092836 0.017965
C 0.004465 -1.209184 0.232380

Cartesian forces (eV/Å) of the 2 atoms listed first:
0.061 -0.131 0.006
1.096 -0.287 -0.086

Its LUMO energy is 0.798 eV. The value obtained for the HOMO energy is -0.3046 Eh. The energy above the lowest of the compared OMol25 structures with the same formula, charge and spin is 93.0 kcal per mole. The value obtained for the strongest force on any atom is 4.10 eV/Å. The calculation puts the orbital gap at 9.09 eV. The multiplicity is 1. Its SMILES is [O-][N+]1=COC=CC1.

Results of the natural (NBO) charge analysis, in e, for atoms 1 through 8: number 1, H, carries 0.20; number 2, O, carries -0.52; number 3, C, carries 0.15; number 4, H, carries 0.23; number 5, H, carries 0.23; number 6, O, carries -0.46; number 7, H, carries 0.22; number 8, C, carries 0.25

4.
Below is a cluster of 2 separate species, C5H8O in total, with properties calculated with ωB97M-V with the def2-TZVPD basis set.

Element x y z (Å)
H -0.674063 -1.196701 0.890222
H 0.581324 2.653066 1.457871
C 1.240133 -1.103584 -1.671937
O 0.725111 0.735959 -0.281361
H -0.993469 -2.071109 -0.636686
C 0.478464 -0.523756 -0.755629
C -1.283195 1.540330 2.098109
H -1.608030 -0.424587 -0.375727
C -0.777752 -1.104298 -0.189781
C -0.312023 2.104256 1.675960
H -2.114680 1.019002 2.477882
H 1.625577 1.067987 -0.546843
H 0.971582 -2.051962 -2.097015
H 2.141021 -0.644603 -2.045065

Cartesian forces (eV/Å) of the 2 atoms listed first:
-0.043 -0.094 0.056
-0.358 -0.222 -0.160

Its LUMO energy is 0.852 eV. The value obtained for the HOMO energy is -0.3250 Eh. The energy above the lowest of the compared OMol25 structures with the same formula, charge and spin is 73.6 kcal per mole. The value obtained for the strongest force on any atom is 1.55 eV/Å. The calculation puts the orbital gap at 9.69 eV. The multiplicity is 1. Its SMILES is C=C(C)O.C#C.

Results of the natural (NBO) charge analysis, in e, for atoms 1 through 8: number 1, H, carries 0.23; number 2, H, carries 0.23; number 3, C, carries -0.55; number 4, O, carries -0.69; number 5, H, carries 0.22; number 6, C, carries 0.35; number 7, C, carries -0.27; number 8, H, carries 0.23

5.
Below is a cluster of 2 separate species, CH6S2 in total, with properties calculated with ωB97M-V with the def2-TZVPD basis set.

Element x y z (Å)
C 0.624690 0.221880 -0.122244
H 0.375361 0.397161 -1.170773
H 2.353196 -1.336441 -0.643646
S 2.373382 -0.210579 0.086116
H -0.031657 -0.543722 0.295110
H 0.465237 1.150876 0.429232
H -1.856049 -0.267871 1.304835
S -1.890185 -0.320391 -0.035160
H -2.413972 0.909086 -0.143467

Cartesian forces (eV/Å) of the 2 atoms listed first:
1.654 -0.176 0.234
0.030 -0.162 0.176

Its LUMO energy is 0.638 eV. The value obtained for the HOMO energy is -0.3147 Eh. The energy above the lowest of the compared OMol25 structures with the same formula, charge and spin is 34.8 kcal per mole. The value obtained for the strongest force on any atom is 3.86 eV/Å. The calculation puts the orbital gap at 9.20 eV. The multiplicity is 1. Its SMILES is CS.S.

Results of the natural (NBO) charge analysis, in e, for atoms 1 through 8: number 1, C, carries -0.72; number 2, H, carries 0.21; number 3, H, carries 0.11; number 4, S, carries -0.07; number 5, H, carries 0.20; number 6, H, carries 0.22; number 7, H, carries 0.15; number 8, S, carries -0.26

6.
Below is a cluster of 2 separate species, C5H13N2P in total, with properties calculated with ωB97M-V with the def2-TZVPD basis set.

Element x y z (Å)
P -0.811543 0.719626 0.845572
H 1.312690 -3.097433 -2.327415
N 0.257321 -2.056727 -0.878135
H 0.115168 -0.874259 -3.354732
C -2.080940 1.673196 1.630039
H 1.117395 -0.174862 2.074729
H 1.267252 1.468011 0.038684
H 0.064375 2.632057 -0.221546
H 1.507349 -3.808423 -0.710477
H 0.899536 2.402765 1.437943
N -0.529965 -1.199382 -1.379576
C 1.116550 -2.888177 -1.304039
H -2.536782 1.306312 2.541427
H -2.816371 2.071312 0.925686
H -0.543694 0.447581 -2.629207
C 0.135690 -0.365359 -2.450804
H 0.031630 0.663557 3.000547
C 0.460005 2.004798 0.484021
H 1.113853 0.030530 -2.325460
C 0.104812 0.010798 2.203825
H -0.184332 -0.965920 2.398918

Cartesian forces (eV/Å) of the 2 atoms listed first:
-0.006 1.017 -0.202
-0.096 0.438 -1.329

Its LUMO energy (alpha / beta) is -0.113 / -0.216 eV. The value obtained for the HOMO energy (alpha / beta) is -0.2905 / -0.2687 Eh. The energy above the lowest of the compared OMol25 structures with the same formula, charge and spin is 119.4 kcal per mole. The value obtained for the strongest force on any atom is 2.86 eV/Å. The calculation puts the orbital gap (alpha / beta) at 7.79 / 7.10 eV. The multiplicity is 1.

Results of the natural (NBO) charge analysis, in e, for atoms 1 through 8: number 1, P, carries 0.91; number 2, H, carries 0.15; number 3, N, carries -0.18; number 4, H, carries 0.20; number 5, C, carries -0.74; number 6, H, carries 0.24; number 7, H, carries 0.21; number 8, H, carries 0.22